100
Properties=species:S:1:pos:R:3:forces:R:3:mulliken_charge:R:1 method="wB97M-V/def2-TZVPD" largest_force_ev_per_a=3.8 homo_lumo_gap_ev="5.09 / 5.03" lumo_energy_ev="-1.9610 / -2.0199" e_tot_ha=-3846.98710 total_charge=0
V 1.3370 0.9422 0.7243 -2.802 0.145 1.459 0.358
S 1.0717 1.2923 3.1326 0.851 -0.959 -0.517 -0.387
C 0.0294 2.3558 2.2717 -0.443 2.562 1.049 0.794
N -0.2916 3.4949 2.7710 0.398 -0.656 0.454 -0.749
N -1.1934 4.3023 2.1945 -0.442 -0.479 -1.368 0.236
C -1.5496 5.4960 2.7824 -0.067 0.318 0.432 0.644
C -2.7527 6.1097 2.4257 0.150 -0.159 -0.021 -0.510
C -3.1322 7.2918 3.0291 0.079 0.069 0.042 -0.566
C -2.3179 7.8889 3.9792 -0.037 0.131 0.072 -0.529
C -1.1161 7.2886 4.3253 -0.200 0.064 -0.037 -0.482
C -0.7316 6.0998 3.7407 0.045 -0.216 -0.114 -0.355
N -0.3019 1.7889 1.0423 -2.797 -1.011 1.093 -0.382
N 0.2950 2.1985 -0.0656 2.298 0.399 -0.294 0.680
C -0.1141 2.8849 -1.1420 -0.774 0.900 -1.856 0.534
C -1.3864 3.4744 -1.2742 0.382 -0.468 0.464 -0.445
C -1.6910 4.2327 -2.3848 0.076 0.088 -0.169 -0.802
C -0.7572 4.4186 -3.3921 0.049 -0.047 -0.012 -0.483
C 0.4917 3.8150 -3.2904 -0.125 0.129 -0.191 -0.865
C 0.8179 3.0576 -2.1900 -0.221 -0.220 0.529 -0.208
H -1.8243 3.9092 1.4965 0.254 0.168 0.279 0.116
H -3.3967 5.6419 1.6940 -0.065 -0.070 -0.075 0.334
H -4.0789 7.7414 2.7675 -0.058 0.054 -0.048 0.357
H -2.6229 8.8089 4.4532 -0.025 0.099 0.037 0.364
H -0.4782 7.7458 5.0673 0.057 0.039 0.064 0.361
H 0.1884 5.6147 4.0253 0.067 -0.048 -0.005 0.400
H -2.1258 3.3118 -0.5011 -0.005 -0.034 0.003 0.486
H -2.6672 4.6874 -2.4669 -0.082 0.021 0.012 0.399
H -0.9972 5.0246 -4.2511 -0.033 0.054 -0.098 0.409
H 1.2172 3.9498 -4.0802 0.054 -0.004 -0.037 0.408
H 1.7940 2.5914 -2.1003 -0.024 0.059 0.005 0.293
N 7.6910 2.5108 2.4153 -0.068 0.006 0.075 -0.369
C 7.3142 2.2230 1.1424 0.872 0.236 0.285 0.128
O 8.1107 2.1043 0.2353 -0.315 -0.086 -0.095 -0.592
C 5.8486 2.0732 0.9493 -1.301 -0.276 -0.365 0.860
C 4.8794 2.7499 1.6980 0.521 -0.137 -0.356 -1.076
C 3.5474 2.4871 1.4751 -0.165 0.359 0.458 -0.163
N 3.1128 1.5469 0.6178 3.569 1.264 -0.206 0.407
C 4.0414 0.9666 -0.1727 -0.151 -0.216 -0.254 -0.214
C 5.3862 1.2108 -0.0496 0.460 0.338 0.326 -1.108
H 8.6761 2.5182 2.6226 -0.009 0.023 -0.049 0.237
H 7.0464 2.4362 3.1812 0.016 -0.027 0.034 0.203
H 5.1494 3.4954 2.4300 -0.015 0.063 0.046 0.499
H 2.7896 3.0234 2.0405 0.095 -0.175 -0.096 0.523
H 3.6774 0.2857 -0.9320 0.030 0.010 0.125 0.414
H 6.0944 0.7280 -0.7045 0.023 -0.082 -0.038 0.539
C -6.9737 -3.9630 -1.5603 -0.003 0.033 0.033 -1.623
C -5.6176 -3.3672 -1.3343 0.085 0.017 0.022 0.714
C -4.8273 -2.9456 -2.3912 -0.095 -0.037 0.076 -1.001
C -3.5831 -2.3651 -2.1846 0.227 0.066 -0.019 1.156
C -2.7907 -1.8938 -3.3702 0.003 -0.042 -0.047 -1.506
C -3.1015 -2.2152 -0.8823 0.357 0.165 -0.161 -0.260
Te -1.1456 -1.3329 -0.5468 -1.653 -0.800 -0.055 0.422
N 1.4101 -0.4658 -0.0742 -0.129 0.408 0.101 0.331
C 2.0152 -1.5528 -0.5453 1.381 -2.447 -0.493 -0.919
O 2.5166 -2.3996 0.1845 -0.052 0.533 -0.507 -0.687
C 2.1168 -1.6406 -2.0431 0.112 0.031 -0.066 0.836
C 1.5426 -0.6772 -2.8688 0.105 0.100 0.175 0.616
C 1.6949 -0.7645 -4.2414 -0.005 0.125 -0.019 -1.215
C 2.4271 -1.8035 -4.7965 -0.037 -0.029 -0.009 -0.441
C 2.9982 -2.7655 -3.9768 0.067 -0.048 -0.033 -0.813
C 2.8439 -2.6864 -2.6040 -0.086 0.040 0.178 -0.368
C -0.4049 -3.0899 0.4290 0.089 0.398 -0.012 0.055
C 0.0032 -3.0388 1.7588 -0.183 0.010 0.051 1.161
C 0.0017 -1.7860 2.5676 0.118 0.097 -0.084 -1.964
C 0.5136 -4.1838 2.3575 0.000 -0.100 -0.078 -1.016
C 0.6511 -5.3680 1.6627 -0.022 0.079 -0.004 0.922
C 1.2031 -6.5972 2.3153 -0.035 0.004 -0.044 -1.763
C 0.2769 -5.3880 0.3268 0.010 0.018 0.058 -1.058
C -0.2368 -4.2676 -0.3038 -0.033 -0.081 -0.172 1.137
C -0.5739 -4.3466 -1.7602 0.013 -0.026 -0.057 -1.255
C -3.8952 -2.6215 0.1931 0.139 0.130 0.172 1.102
C -3.4348 -2.4245 1.6037 -0.076 0.005 0.058 -1.293
C -5.1354 -3.1933 -0.0453 0.006 -0.019 -0.169 -0.956
H -7.1391 -4.1753 -2.6129 -0.058 -0.035 -0.083 0.355
H -7.7439 -3.2695 -1.2232 -0.117 -0.002 -0.018 0.326
H -7.0905 -4.8850 -0.9944 -0.049 -0.089 0.016 0.367
H -5.1880 -3.0688 -3.4027 -0.050 -0.005 -0.145 0.315
H -3.2456 -2.2387 -4.2966 -0.027 0.029 -0.075 0.377
H -1.7626 -2.2562 -3.3280 -0.010 0.043 -0.037 0.171
H -2.7535 -0.8033 -3.3883 0.059 0.048 -0.081 0.310
H 0.9920 0.1436 -2.4189 -0.011 -0.120 -0.160 0.415
H 1.2520 -0.0113 -4.8763 -0.051 0.047 -0.063 0.496
H 2.5551 -1.8613 -5.8686 -0.008 -0.011 -0.047 0.424
H 3.5754 -3.5708 -4.4091 0.003 -0.051 -0.016 0.429
H 3.2766 -3.4192 -1.9384 0.036 -0.067 0.016 0.483
H -0.6870 -1.0365 2.1701 0.136 -0.073 0.145 0.067
H 1.0169 -1.3720 2.5295 -0.273 -0.056 0.112 0.257
H -0.2440 -1.9797 3.6100 0.003 -0.010 0.085 0.592
H 0.8379 -4.1266 3.3866 0.015 -0.019 0.171 0.328
H 1.4638 -6.4000 3.3514 0.049 -0.051 0.094 0.388
H 2.0928 -6.9386 1.7881 0.070 -0.085 0.018 0.357
H 0.4659 -7.3990 2.2873 0.019 -0.108 0.044 0.358
H 0.4091 -6.2989 -0.2399 -0.020 -0.118 -0.122 0.408
H -0.2416 -5.2919 -2.1822 0.012 -0.090 -0.028 0.467
H -0.0836 -3.5349 -2.3018 -0.075 -0.010 -0.078 -0.023
H -1.6501 -4.2607 -1.9059 -0.054 0.037 -0.122 0.165
H -3.0870 -1.3977 1.7365 0.049 -0.070 0.117 0.166
H -2.6088 -3.0980 1.8302 0.027 0.045 0.113 0.150
H -4.2448 -2.6183 2.3022 -0.052 -0.012 0.090 0.431
H -5.7428 -3.5066 0.7932 -0.053 -0.023 0.118 0.409

---

107
Properties=species:S:1:pos:R:3:forces:R:3:mulliken_charge:R:1 method="wB97M-V/def2-TZVPD" largest_force_ev_per_a=1.2 homo_lumo_gap_ev=5.49 lumo_energy_ev=-11.7454 e_tot_ha=-4793.97598 total_charge=+4
Sc 1.1699 -0.7919 -0.7686 0.244 0.861 0.830 -0.092
S 2.1668 1.1596 0.6843 -0.119 -0.456 -0.228 -0.272
C 0.9672 2.3419 1.0560 -0.363 -0.490 -0.280 0.266
N 1.2346 3.4878 1.5649 0.158 0.860 0.048 0.238
C 0.1231 4.4105 1.9266 0.288 -0.045 -0.045 -0.755
C -1.0241 3.6149 2.4466 -0.175 -0.295 -0.008 -0.763
N -1.4030 2.5905 1.4463 -0.579 0.122 0.523 0.299
C -2.8808 2.2754 1.3748 0.095 0.371 0.093 -0.219
C -3.6739 3.5259 1.1141 0.052 -0.137 -0.014 -0.276
C -4.5267 4.0278 2.0886 -0.021 -0.073 0.141 0.156
C -5.2697 5.1725 1.8322 -0.072 -0.012 0.176 -0.807
C -5.1526 5.8148 0.6127 -0.067 0.180 -0.111 -0.500
C -4.3006 5.3134 -0.3641 0.039 0.052 -0.127 -0.813
C -3.5636 4.1682 -0.1155 0.102 -0.008 -0.178 -0.356
C -0.4852 2.0132 0.7509 0.474 -0.187 -0.195 0.742
S -0.8381 0.9359 -0.5232 0.575 -0.358 -0.547 -0.177
C 2.6008 4.0538 1.8163 -0.206 -0.105 0.156 -1.547
C 2.9114 4.0484 3.2868 0.105 0.124 0.084 0.989
C 3.0545 5.2693 3.9387 -0.015 0.086 0.006 -0.344
C 3.3787 5.3052 5.2895 -0.018 0.082 0.020 -0.684
C 3.5488 4.1229 5.9920 0.008 -0.113 0.016 -0.488
C 3.4019 2.8976 5.3436 -0.026 0.027 0.032 -0.762
C 3.0872 2.8584 3.9934 -0.059 -0.064 0.027 -0.121
H -0.1440 5.0025 1.0499 0.028 -0.023 -0.090 0.294
H 0.4889 5.0795 2.7018 0.109 -0.015 0.028 0.548
H -1.8813 4.2609 2.5969 -0.180 0.056 -0.004 0.585
H -0.7891 3.1218 3.3899 0.027 -0.085 0.062 0.321
H -3.1459 1.8360 2.3395 0.168 0.162 -0.122 -0.218
H -3.0341 1.5349 0.6036 0.123 -0.154 -0.176 0.723
H -4.6298 3.5175 3.0442 0.015 0.057 -0.107 0.464
H -5.9445 5.5575 2.5862 0.028 -0.016 -0.023 0.439
H -5.7334 6.7091 0.4156 0.047 -0.090 0.007 0.434
H -4.2261 5.8100 -1.3240 -0.003 -0.020 0.056 0.438
H -2.9136 3.7626 -0.8923 -0.102 0.049 0.109 0.392
H 2.5653 5.0844 1.4606 -0.085 -0.063 -0.112 0.455
H 3.3178 3.5062 1.2166 0.006 -0.190 -0.059 0.557
H 2.9283 6.2032 3.3925 0.044 -0.141 0.069 0.391
H 3.4997 6.2591 5.7893 -0.012 -0.073 -0.033 0.418
H 3.7985 4.1519 7.0469 -0.015 -0.016 -0.106 0.422
H 3.5377 1.9747 5.8959 -0.002 0.079 -0.038 0.428
H 2.9780 1.8965 3.4952 0.045 0.111 0.030 0.280
C 2.5459 -3.7139 -1.1637 -0.032 -0.014 0.353 -0.721
O 2.0499 -2.7631 -0.1470 0.063 0.414 -0.405 0.042
H 2.0912 -4.6869 -0.9971 -0.034 -0.011 -0.001 0.205
H 3.6302 -3.7836 -1.0897 -0.006 0.004 0.035 0.362
H 2.2426 -3.3531 -2.1422 -0.096 0.078 -0.056 0.422
H 2.0438 -3.2045 0.7126 -0.134 -0.045 0.068 0.203
F -5.0611 -0.6954 3.6927 0.116 0.094 0.098 -0.273
C -3.7360 -0.6903 3.7632 -0.163 -0.534 -0.044 0.659
F -3.3257 0.5838 3.9630 -0.016 0.116 0.310 -0.269
F -3.3450 -1.4116 4.8143 -0.053 0.183 -0.057 -0.247
C -3.1027 -1.2066 2.4922 -0.119 -0.004 -0.108 -0.110
C -3.8727 -1.5877 1.4062 -0.102 0.023 -0.080 -0.950
C -3.2574 -1.9719 0.2138 -0.147 0.105 0.070 -0.566
C -1.8754 -1.9687 0.1310 0.017 -0.214 0.184 0.473
C -1.1185 -1.6183 1.2521 -0.321 -0.160 0.035 0.386
C -1.7150 -1.2395 2.4340 0.159 0.017 0.036 -1.108
P -0.9699 -2.3360 -1.3839 -0.116 0.045 -0.296 1.848
C -1.9867 -1.9519 -2.8146 -0.001 0.130 -0.013 0.793
C -1.8817 -0.6988 -3.4287 -0.121 -0.205 -0.105 -0.715
C -2.7158 -0.3654 -4.4807 0.114 0.095 0.046 -1.276
C -3.6524 -1.2872 -4.9264 -0.056 -0.033 0.017 0.263
C -3.7588 -2.5348 -4.3358 -0.008 -0.151 0.045 -0.985
C -2.9245 -2.8732 -3.2774 -0.171 -0.010 -0.008 -0.479
C -4.5465 -0.8951 -6.0868 0.017 -0.094 0.070 0.728
F -5.0912 0.3036 -5.8504 -0.035 0.000 -0.063 -0.237
F -5.5207 -1.7820 -6.2732 0.042 0.087 -0.030 -0.254
F -3.8179 -0.8110 -7.2043 -0.047 0.024 -0.045 -0.225
C -0.6722 -4.1181 -1.3893 0.190 -0.024 -0.018 1.027
C -0.3885 -4.7605 -2.5960 0.089 -0.063 -0.097 -0.666
C -0.0192 -6.1005 -2.6002 -0.049 0.116 -0.101 -1.084
C 0.0816 -6.7879 -1.3994 0.111 0.097 0.055 -0.032
C -0.2348 -6.1672 -0.1970 -0.022 0.054 0.058 -1.098
C -0.6077 -4.8289 -0.1894 -0.057 -0.107 0.010 -0.492
C 0.6611 -8.1874 -1.3859 -0.161 0.027 -0.017 0.819
F 2.0000 -8.0818 -1.2512 -0.011 -0.061 -0.002 -0.265
F 0.1945 -8.8946 -0.3621 0.052 -0.041 -0.028 -0.245
F 0.4055 -8.8297 -2.5204 0.048 -0.033 0.048 -0.241
H -4.9547 -1.5712 1.4787 0.091 -0.009 -0.010 0.570
H -3.8675 -2.2377 -0.6441 0.066 0.016 0.086 0.540
H -0.0325 -1.6490 1.2195 0.390 -0.094 0.077 0.210
H -1.1280 -0.9694 3.3045 -0.002 -0.020 -0.036 0.580
H -1.1554 0.0236 -3.0922 0.160 0.165 0.067 0.241
H -2.6447 0.6048 -4.9607 0.008 -0.079 0.054 0.450
H -4.4928 -3.2435 -4.6991 0.032 0.032 0.030 0.545
H -3.0201 -3.8503 -2.8167 -0.002 0.050 -0.037 0.625
H -0.4597 -4.2257 -3.5390 -0.006 -0.060 0.077 0.634
H 0.1858 -6.6117 -3.5344 0.009 0.059 0.063 0.514
H -0.1995 -6.7339 0.7266 0.009 0.047 -0.046 0.513
H -0.8768 -4.3591 0.7497 0.002 -0.019 -0.018 0.459
N 6.4660 0.1798 -1.8074 -0.332 -0.259 -0.061 -0.112
C 5.4965 0.3186 -2.9622 0.114 -0.061 0.212 -0.800
C 4.0782 0.4738 -2.4381 -0.027 -0.202 0.185 -0.725
N 3.6553 -0.6663 -1.5668 -0.217 0.221 0.086 0.363
C 4.6298 -0.7876 -0.4398 0.068 0.128 -0.365 -0.594
C 6.0651 -0.9766 -0.9148 -0.002 0.203 -0.122 -0.953
H 6.4881 1.0439 -1.2652 0.033 0.141 0.076 0.373
H 7.4171 0.0466 -2.1588 0.087 -0.065 -0.053 0.374
H 5.6049 -0.5815 -3.5629 0.043 -0.074 -0.071 0.383
H 5.7868 1.1706 -3.5695 0.070 0.109 0.001 0.446
H 3.4187 0.5601 -3.2973 -0.104 -0.027 -0.065 0.397
H 3.9734 1.3858 -1.8518 -0.025 0.085 0.044 0.385
H 3.7504 -1.5143 -2.1160 -0.006 -0.200 -0.200 0.229
H 4.3685 -1.6250 0.1949 -0.079 -0.159 0.088 0.326
H 4.5610 0.1157 0.1605 -0.065 0.120 0.109 0.381
H 6.1887 -1.8831 -1.5034 0.030 -0.053 -0.082 0.394
H 6.7498 -1.0219 -0.0716 0.058 0.051 0.035 0.475